Record 1
This record from the Open Molecules 2025 dataset describes C5H11NO as an isolated structure at a distorted geometry. The level of theory is wB97M-V/def2-TZVPD.

```
18
Properties=species:S:1:pos:R:3:forces:R:3:mulliken_charge:R:1
C 0.45005 -0.41864 -2.24978 -0.02 0.00 -0.08 -1.1343
C 0.33929 -1.24764 -0.98023 -0.13 -0.14 -0.13 -0.3669
N 0.50222 -0.38566 0.17266 -0.40 0.05 -0.24 -0.3036
C 0.02119 -0.81644 1.47194 0.02 -0.15 0.24 -0.4215
C -0.63664 0.30025 0.74799 -0.43 -0.04 0.07 0.0069
C -0.50899 1.70613 1.14330 -1.54 -0.23 0.99 -0.4193
O 0.82501 2.15044 1.16210 -0.45 -0.24 1.30 -0.5366
H 0.31120 -1.04638 -3.13412 0.02 0.08 0.07 0.3835
H 1.43062 0.06480 -2.31274 -0.15 -0.10 0.03 0.2914
H -0.31373 0.36671 -2.26066 0.10 -0.11 -0.01 0.2935
H -0.64055 -1.74564 -0.92622 0.07 -0.08 -0.13 0.3147
H 1.11229 -2.02633 -0.95723 -0.10 0.15 0.05 0.3150
H -0.56405 -1.74046 1.49443 0.16 0.14 0.03 0.2867
H 0.66472 -0.66289 2.33588 0.03 0.04 -0.19 0.2061
H -1.73933 0.21457 0.71746 0.30 -1.19 -1.49 0.1954
H -1.09029 2.49531 0.68851 -0.01 -0.22 -1.04 0.3418
H -1.56363 1.39780 1.98064 3.21 1.75 0.32 0.1500
H 1.40063 1.39409 0.90607 -0.68 0.28 0.23 0.3972
```
Forces are in eV/Å.

## Properties
- 2S+1: 1
- Energy above the lowest of the compared OMol25 structures with the same formula, charge and spin: 4.373 eV
- Orbital gap: 10.1 eV

Record 2
This record from the Open Molecules 2025 dataset describes a 2-piece molecular cluster, C5H11NO overall at a distorted geometry. The level of theory is wB97M-V/def2-TZVPD.

```
18
Properties=species:S:1:pos:R:3:forces:R:3:mulliken_charge:R:1
C 2.12914 0.19984 -1.51173 0.48 -1.09 -2.29 -0.7537
C 0.90016 0.10055 -1.02688 -1.04 -1.64 1.82 0.7276
N -0.17994 -0.53048 -1.62580 0.91 -1.57 -1.89 -0.5846
C 0.52997 0.58977 0.33628 -0.66 5.21 0.28 -0.6388
C -0.65178 1.24600 0.78342 0.17 -4.19 -0.66 0.0917
C -0.82029 2.52720 1.48621 0.73 -0.50 3.12 -1.0517
H 2.20455 -0.37120 -2.61036 0.57 2.04 3.05 0.1865
H 2.89904 0.73588 -0.89380 -0.53 -0.95 -1.24 0.2804
H -0.92246 -0.37590 -1.01370 -1.84 -0.52 0.48 0.2469
H -0.07243 -1.52316 -1.95588 -0.13 1.70 0.58 0.2544
H 1.39407 1.22034 0.62418 -0.28 -0.28 0.41 0.1238
H -1.68914 0.73762 0.76506 1.58 0.54 -0.99 0.2693
H 0.16326 2.91015 1.89187 -1.15 0.09 -0.80 0.3069
H -1.55598 2.46936 2.38693 1.19 -0.05 -1.50 0.2629
H -1.31432 3.11005 0.74122 -0.04 1.16 -0.36 0.2872
O -1.27870 -3.37887 1.00318 0.66 1.62 -0.32 -0.6332
H -1.28173 -3.65913 1.90787 -0.17 -0.64 0.80 0.3148
H -0.85884 -2.48988 1.10804 -0.44 -0.91 -0.50 0.3096
```
Forces are in eV/Å.

## Properties
- 2S+1: 1
- Energy above the lowest of the compared OMol25 structures with the same formula, charge and spin: 4.009 eV
- Orbital gap: 8.7 eV
- SMILES: C=C(N)/C=C/C.O

Record 3
This record from the Open Molecules 2025 dataset describes a 3-piece molecular cluster, C5H11NO overall. The level of theory is wB97M-V/def2-TZVPD.

```
18
Properties=species:S:1:pos:R:3:forces:R:3:mulliken_charge:R:1
C 2.03595 0.87626 0.55894 0.67 -0.05 -0.55 -1.1357
C 1.21496 1.21196 1.50195 -0.45 0.08 0.46 0.7181
N 0.32604 1.38087 2.30654 -0.42 -0.13 0.26 -0.4541
H 2.01510 1.37462 -0.39281 -0.10 0.17 -0.15 0.3411
H 2.80092 0.14030 0.72462 0.13 -0.14 0.16 0.3028
H 0.37942 2.08086 3.03390 0.28 0.15 -0.03 0.2574
C -0.21062 -2.28081 -0.70352 -0.08 -0.34 -0.31 -0.9241
C 0.35459 -1.23007 -1.60732 0.40 -0.31 0.32 0.2200
O -0.16859 -0.79934 -2.59473 -0.22 0.12 -0.29 -0.4854
H -0.25203 -1.89696 0.30891 -0.02 0.10 0.28 0.2741
H -1.20037 -2.58842 -1.03649 0.01 0.00 0.04 0.2836
H 0.46782 -3.14762 -0.69155 -0.14 0.22 -0.02 0.3576
H 1.35094 -0.87335 -1.28703 0.05 0.10 -0.13 0.2751
C -1.82530 1.14851 -0.02372 -0.14 0.02 -0.05 -0.7829
H -2.17978 1.14202 0.99702 -0.05 -0.01 0.21 0.3096
H -2.62165 0.84681 -0.69148 -0.12 -0.07 -0.17 0.3167
H -1.49589 2.14599 -0.28389 0.06 0.21 -0.06 0.2834
H -0.99148 0.46843 -0.11941 0.12 -0.12 0.01 -0.1573
```
Forces are in eV/Å.

## Properties
- 2S+1: 1
- Energy above the lowest of the compared OMol25 structures with the same formula, charge and spin: 2.742 eV
- Orbital gap: 10.0 eV
- SMILES: C=C=N.CC=O.C

Record 4
This record from the Open Molecules 2025 dataset describes one molecule with the formula C5H11NO at a distorted geometry. The level of theory is wB97M-V/def2-TZVPD.

```
18
Properties=species:S:1:pos:R:3:forces:R:3:mulliken_charge:R:1
C -0.78306 0.64525 1.73258 -2.78 1.50 1.89 -1.1617
C 0.15692 0.99517 0.66367 -0.80 -0.82 -3.18 -0.2428
N 0.36406 -0.26003 -0.09298 -0.64 0.73 2.47 -0.0463
C 0.64972 -1.28073 0.88333 2.46 -1.11 -1.12 -1.2639
C 0.36921 -0.56660 -1.40217 0.15 -0.73 0.35 0.8312
C -0.29146 0.37268 -2.37434 -0.52 -2.58 -0.91 -1.0065
O 0.88108 -1.62811 -1.74629 -0.55 0.35 -0.80 -0.6661
H -0.44221 0.79437 2.75360 0.22 -0.03 0.01 0.2999
H -1.74004 1.18641 1.65395 0.48 0.71 0.07 0.3631
H -1.23188 -0.32108 1.67337 0.39 -0.74 -0.12 0.3973
H 1.06835 1.46749 0.95136 0.97 -0.12 0.55 0.3224
H -0.25725 1.65437 -0.07669 -0.50 0.78 0.07 0.1880
H -0.13737 -1.78776 1.46421 0.23 0.39 -0.69 0.2851
H 1.40153 -0.83436 1.51737 -0.02 -0.07 0.93 0.4219
H 1.24031 -1.95422 0.27938 -0.14 -1.05 0.35 0.4441
H -1.14804 -0.26083 -2.87302 1.67 1.48 0.85 0.2449
H -0.63204 1.28111 -1.94907 -0.41 0.76 0.14 0.3015
H 0.53218 0.49688 -3.05826 -0.22 0.56 -0.88 0.2878
```
Forces are in eV/Å.

## Properties
- 2S+1: 1
- Energy above the lowest of the compared OMol25 structures with the same formula, charge and spin: 1.877 eV
- Orbital gap: 10.0 eV
- SMILES: CCN(C)C(C)=O

Record 5
This record from the Open Molecules 2025 dataset describes a 2-piece molecular cluster, C5H11NO overall at a distorted geometry. The level of theory is wB97M-V/def2-TZVPD.

```
18
Properties=species:S:1:pos:R:3:forces:R:3:mulliken_charge:R:1
C 1.76352 -1.69988 -1.20243 0.59 -0.45 4.29 -1.2018
C 0.98181 -0.99661 -0.04379 0.43 -0.67 -1.68 -0.1265
C 0.49556 0.27780 -0.10950 0.87 -2.45 3.72 -0.2945
C 0.15302 0.87878 1.28443 0.01 -1.04 -1.70 -0.6805
C -0.65422 1.97058 1.41463 -0.67 1.92 -1.93 0.0227
N -0.00149 3.24033 1.55309 -2.69 -0.17 4.20 -0.4836
H 2.73151 -1.92998 -0.65921 -0.52 0.18 -1.02 0.2903
H 1.95092 -1.15470 -2.06461 0.11 1.08 -1.56 0.3908
H 1.35124 -2.68011 -1.38633 -0.38 -0.18 -0.36 0.3017
H 1.03266 -1.69394 0.84888 -0.89 1.24 -0.80 0.3071
H 1.04348 0.86853 -0.85313 -1.29 0.37 -0.15 0.2565
H 0.50208 0.42042 2.19358 1.46 0.34 0.07 0.3685
H -1.77228 1.94047 1.15215 1.75 0.81 -0.85 0.3020
H -0.74576 4.03130 1.89314 2.40 -2.14 -0.52 0.2544
H 0.77782 2.99933 2.29464 -1.19 1.14 -1.71 0.2987
O -2.31759 -2.72598 -2.32633 -0.40 1.16 0.90 -0.6309
H -2.56689 -2.60614 -1.39336 0.12 0.38 -0.47 0.3198
H -2.19172 -3.65371 -2.34684 0.30 -1.53 -0.44 0.3052
```
Forces are in eV/Å.

## Properties
- 2S+1: 1
- Energy above the lowest of the compared OMol25 structures with the same formula, charge and spin: 5.993 eV
- Orbital gap: 7.0 eV
- SMILES: C/C=C/C=C/N.O

Record 6
This record from the Open Molecules 2025 dataset describes one molecule with the formula C5H11NO at a distorted geometry. The level of theory is wB97M-V/def2-TZVPD.

```
18
Properties=species:S:1:pos:R:3:forces:R:3:mulliken_charge:R:1
C 1.59978 -1.36977 0.96126 0.46 0.23 2.79 -1.5863
C 0.93908 0.05595 0.71751 0.91 -1.32 0.58 0.4415
C 1.78892 0.82076 -0.30796 2.82 -1.05 0.58 -1.3375
C -0.49321 -0.16580 0.23366 -1.52 -0.86 -0.09 -0.1343
N -0.53254 -1.05701 -0.96121 -1.43 -0.16 -0.90 -0.6380
C -1.40428 1.05513 -0.03048 2.12 -0.17 0.56 -0.0488
O -2.48300 0.95310 -0.53549 -0.08 0.50 0.09 -0.4744
H 1.50033 -1.88962 0.06046 -0.45 -1.32 -1.12 0.4697
H 2.71871 -1.32365 1.13418 -1.19 0.46 0.01 0.3854
H 1.18280 -1.97827 1.91679 0.59 1.46 -2.40 0.2940
H 1.04286 0.44911 1.73259 -0.78 0.83 -0.29 0.4011
H 2.46086 0.00043 -0.74994 -1.00 1.31 -0.08 0.3336
H 2.60149 1.47665 0.20880 -1.81 -0.63 -1.01 0.2720
H 1.22733 1.30262 -1.11603 0.29 0.22 0.36 0.3861
H -1.05170 -0.67636 1.05708 0.42 -0.01 -0.52 0.4027
H -1.52980 -1.42893 -1.12820 2.12 1.01 0.46 0.2788
H -0.28263 -0.53136 -1.83612 -0.37 -0.58 1.25 0.2483
H -0.86018 1.99609 0.28889 -1.08 0.08 -0.27 0.3058
```
Forces are in eV/Å.

## Properties
- 2S+1: 1
- Energy above the lowest of the compared OMol25 structures with the same formula, charge and spin: 2.175 eV
- Orbital gap: 10.0 eV
- SMILES: CC(C)[C@H](N)C=O